No. 1
Below is a structure of composition C21H23AsAuBrIN2Se, with properties calculated with wB97M-V/def2-TZVPD.

Computed properties:
Strongest force on any atom (eV/A): 0.2
Kohn-Sham gap (eV): 7.067
DFT total energy (eV): -233147.3299
ΔE to the lowest compared entry with this formula, charge and spin (kcal per mole): 0.0
E_HOMO (Ha): -0.398
Net charge: +1

Geometry as XYZ:
```
51
Properties=species:S:1:pos:R:3:nbo_charge:R:1
Au 0.74 -1.05 -0.22 0.8501
I -0.02 -1.31 2.80 0.1551
C -1.60 -2.44 1.99 -0.1468
C -2.46 -2.94 2.93 -0.2497
C -3.58 -3.71 2.55 -0.2029
C -3.79 -3.96 1.23 -0.1602
C -2.91 -3.47 0.23 -0.0708
C -3.16 -3.79 -1.12 -0.1851
C -2.31 -3.37 -2.10 -0.2114
C -1.20 -2.58 -1.76 -0.2836
C -0.94 -2.22 -0.47 -0.2426
C -1.78 -2.68 0.59 -0.0929
H -2.28 -2.75 3.98 0.2331
H -4.24 -4.10 3.31 0.2312
H -4.64 -4.56 0.91 0.2236
H -4.02 -4.41 -1.35 0.2231
H -2.48 -3.65 -3.13 0.2285
H -0.53 -2.27 -2.55 0.2274
C 3.64 0.53 -1.82 -0.9499
As 2.86 0.24 -0.07 1.0147
C 2.72 1.99 0.72 -0.9520
C 4.27 -0.60 0.93 -0.9428
H 4.56 1.09 -1.73 0.2418
H 2.93 1.07 -2.45 0.2464
H 3.84 -0.45 -2.26 0.2581
H 3.69 2.49 0.70 0.2435
H 2.39 1.88 1.75 0.2468
H 1.99 2.59 0.18 0.2470
H 5.15 0.04 0.90 0.2386
H 4.49 -1.57 0.50 0.2680
H 3.95 -0.74 1.96 0.2485
C -3.24 0.08 -2.35 -0.4157
N -3.27 0.13 -0.90 -0.3323
C -2.27 0.50 -0.09 0.3105
Se -0.53 1.05 -0.56 -0.1061
N -2.71 0.45 1.17 -0.5282
C -4.02 0.00 1.20 0.1728
C -4.91 -0.24 2.24 -0.2271
C -6.16 -0.70 1.89 -0.1854
C -6.52 -0.90 0.54 -0.1881
C -5.64 -0.66 -0.49 -0.2090
C -4.38 -0.20 -0.13 0.0954
H -2.22 0.27 -2.69 0.2473
H -3.91 0.83 -2.76 0.2259
H -3.55 -0.91 -2.68 0.2334
H -2.12 0.65 1.96 0.4537
H -4.63 -0.08 3.27 0.2378
H -6.89 -0.90 2.66 0.2342
H -7.52 -1.26 0.32 0.2342
H -5.92 -0.82 -1.52 0.2372
Br 2.05 -3.13 -0.33 -0.4253
```

No. 2
Below is a cluster of 2 separate species, C21H23BrN2O6S in total at a distorted geometry, with properties calculated with wB97M-V/def2-TZVPD.

Computed properties:
Strongest force on any atom (eV/A): 1.6
Kohn-Sham gap (eV): 1.907
DFT total energy (eV): -118289.7814
ΔE to the lowest compared entry with this formula, charge and spin (kcal per mole): 7.3
E_HOMO (Ha): 0.064
Net charge: -2

Geometry as XYZ:
```
54
Properties=species:S:1:pos:R:3:nbo_charge:R:1
C 4.02 1.95 3.29 -0.6270
C 4.52 0.96 2.18 -0.5270
S 4.07 1.68 0.56 0.1623
C 3.28 0.38 -0.47 -0.5211
C 1.75 0.65 -0.85 -0.1021
C 1.60 -0.01 -2.20 0.2322
N 1.51 -0.23 -3.33 -0.2286
C 1.53 2.18 -0.90 -0.5328
C 0.30 2.69 -1.67 0.5583
O 0.05 2.52 -2.80 -0.4035
Br -0.97 3.84 -0.62 -0.1051
C 0.84 -0.15 0.14 -0.1624
C 1.32 0.05 1.57 0.3540
N 1.62 0.14 2.69 -0.3919
C -0.68 0.20 0.18 -0.4079
C -1.51 -0.12 -1.09 -0.4750
C -2.99 0.00 -0.68 0.0232
C -3.66 -1.14 -0.23 -0.1734
C -4.99 -1.11 0.14 -0.2635
C -5.71 0.09 0.11 -0.2592
C -5.05 1.22 -0.34 -0.1859
C -3.72 1.18 -0.75 -0.1419
C 1.00 -1.70 -0.11 -0.0792
O 0.69 -2.36 1.15 -0.5230
C 1.63 -3.26 1.51 0.8248
C 1.10 -4.64 1.92 -0.7242
O 2.82 -3.04 1.56 -0.5956
H 3.60 1.38 4.13 0.2283
H 4.79 2.68 3.58 0.1934
H 3.18 2.52 2.85 0.2260
H 4.15 -0.05 2.33 0.2457
H 5.62 0.94 2.29 0.2011
H 3.41 -0.57 0.06 0.2478
H 3.81 0.38 -1.43 0.2364
H 2.39 2.60 -1.45 0.2523
H 1.47 2.60 0.11 0.2647
H -1.11 -0.41 1.01 0.2276
H -0.78 1.24 0.52 0.2246
H -1.39 0.56 -1.94 0.2940
H -1.41 -1.14 -1.48 0.2264
H -3.16 -2.11 -0.17 0.1704
H -5.51 -2.02 0.47 0.1771
H -6.75 0.17 0.41 0.1816
H -5.58 2.17 -0.39 0.1938
H -3.29 2.10 -1.12 0.2329
H 2.00 -1.96 -0.47 0.2044
H 0.27 -2.07 -0.83 0.2392
H 1.51 -4.83 2.93 0.2281
H 0.01 -4.59 2.04 0.2325
H 1.43 -5.44 1.25 0.2377
C -3.25 0.98 -3.96 0.9257
O -2.60 1.49 -4.93 -0.9029
O -4.30 1.54 -3.42 -0.9489
O -2.90 -0.15 -3.39 -0.9644
```

No. 3
Below is a structure of composition C21H23CaO2S2 at a distorted geometry, with properties calculated with wB97M-V/def2-TZVPD.

Computed properties:
Strongest force on any atom (eV/A): 2.1
Kohn-Sham gap (eV): 8.180
DFT total energy (eV): -66349.1659
E_HOMO (Ha): -0.392
Net charge: +1

Geometry as XYZ:
```
49
Properties=species:S:1:pos:R:3:nbo_charge:R:1
Ca 0.37 -2.59 -0.03 1.7959
C 2.23 -2.99 1.81 -0.3580
C 2.03 -4.02 0.87 -0.4863
C 0.74 -4.59 1.12 -0.4659
C 0.17 -3.89 2.20 -0.3724
C 1.08 -2.90 2.62 -0.3688
H 3.15 -2.45 1.96 0.2291
H 2.82 -4.52 0.32 0.2427
H 0.40 -5.54 0.72 0.2430
H -0.77 -4.13 2.68 0.2334
H 0.96 -2.26 3.48 0.2252
O 0.92 -0.81 -0.85 -1.1203
S 1.84 0.15 -1.57 1.2952
C 0.75 1.05 -2.73 -0.5815
C -0.64 1.36 -2.15 -0.4327
C -1.76 0.59 -2.87 -0.4149
C -1.71 -0.92 -2.65 -0.5805
S -2.58 -1.66 -1.20 1.2854
O -1.58 -2.67 -0.71 -1.0881
C -2.55 -0.34 0.03 -0.1881
C -3.50 0.67 -0.07 -0.2313
C -3.54 1.66 0.89 -0.1920
C -2.67 1.62 1.97 -0.1805
C -1.76 0.58 2.09 -0.1900
C -1.70 -0.41 1.12 -0.2394
C 2.14 1.48 -0.42 -0.2927
C 2.97 2.51 -0.84 -0.2062
C 3.25 3.55 0.04 -0.1892
C 2.73 3.53 1.32 -0.1761
C 1.92 2.48 1.74 -0.2088
C 1.63 1.44 0.87 -0.1529
H 0.69 0.42 -3.62 0.2349
H 1.29 1.96 -2.99 0.2555
H -0.84 2.43 -2.24 0.2399
H -0.66 1.13 -1.08 0.2304
H -1.68 0.77 -3.94 0.2295
H -2.73 0.98 -2.57 0.2308
H -0.68 -1.26 -2.50 0.2310
H -2.13 -1.46 -3.49 0.2492
H -4.22 0.67 -0.88 0.2274
H -4.27 2.46 0.81 0.2359
H -2.72 2.39 2.73 0.2342
H -1.11 0.52 2.96 0.2319
H -1.03 -1.25 1.26 0.1912
H 3.39 2.50 -1.84 0.2248
H 3.89 4.36 -0.28 0.2353
H 2.96 4.33 2.01 0.2332
H 1.52 2.47 2.74 0.2285
H 1.01 0.60 1.18 0.2230
```

No. 4
Below is an isolated molecule of C21H23Cl2N3O4, with properties calculated with wB97M-V/def2-TZVPD.

Computed properties:
Strongest force on any atom (eV/A): 0.8
Kohn-Sham gap (eV): 8.715
Structure (SMILES): COc1ccc(C(=O)Nc2c(Cl)cc(Cl)cc2C(=O)NCCN2CCOCC2)cc1
DFT total energy (eV): -59855.9144
ΔE to the lowest compared entry with this formula, charge and spin (kcal per mole): 28.8
E_HOMO (Ha): -0.316

Geometry as XYZ:
```
53
Properties=species:S:1:pos:R:3:nbo_charge:R:1
C 6.01 -1.86 -3.23 -0.2529
H 5.40 -2.66 -2.80 0.1772
O 6.53 -1.01 -2.23 -0.4868
C 5.67 -0.33 -1.43 0.3119
C 4.28 -0.39 -1.52 -0.2779
C 3.50 0.33 -0.64 -0.1742
C 4.08 1.12 0.35 -0.1874
C 5.47 1.21 0.40 -0.1327
C 6.26 0.49 -0.46 -0.2588
H 7.33 0.54 -0.41 0.2274
H 5.92 1.85 1.15 0.2336
C 3.28 1.95 1.28 0.6804
O 3.61 3.06 1.62 -0.5779
N 2.08 1.43 1.72 -0.6437
C 1.58 0.14 1.64 0.1539
C 2.35 -0.99 1.96 -0.0387
C 1.83 -2.27 1.88 -0.2292
C 0.51 -2.44 1.52 -0.0382
C -0.30 -1.35 1.25 -0.2362
C 0.23 -0.07 1.30 -0.0903
C -0.65 1.12 1.05 0.6529
O -0.53 2.16 1.67 -0.6355
N -1.58 0.94 0.09 -0.6015
H -1.64 0.06 -0.39 0.4025
C -2.57 1.96 -0.21 -0.2587
H -2.12 2.92 0.06 0.2391
H -2.78 1.94 -1.27 0.2023
C -3.87 1.80 0.62 -0.2102
N -4.79 0.76 0.22 -0.4472
C -5.41 0.94 -1.08 -0.2519
C -6.60 -0.03 -1.17 -0.0708
H -7.06 0.02 -2.15 0.1935
O -6.18 -1.36 -0.99 -0.5208
C -5.55 -1.53 0.25 -0.0719
H -5.25 -2.57 0.31 0.1933
C -4.33 -0.60 0.37 -0.2465
H -3.87 -0.72 1.36 0.2083
H -3.61 -0.89 -0.41 0.1477
H -6.25 -1.30 1.07 0.1693
H -7.34 0.24 -0.40 0.1677
H -5.77 1.96 -1.17 0.2078
H -4.72 0.72 -1.91 0.1628
H -3.59 1.62 1.66 0.2067
H -4.41 2.75 0.57 0.2036
H -1.34 -1.51 1.04 0.2270
Cl -0.15 -4.04 1.43 0.0174
H 2.45 -3.11 2.13 0.2455
Cl 3.96 -0.80 2.55 0.0460
H 1.39 2.12 2.03 0.4555
H 2.42 0.29 -0.74 0.2130
H 3.80 -0.99 -2.27 0.2139
H 5.42 -1.30 -3.96 0.1772
H 6.88 -2.29 -3.72 0.2027
```